A cluster of 7 separate species, C44H95BIN3O16P3 in total, computed with ωB97M-V/def2-TZVPD.

Last column: Mulliken charge in e.
Positions of all 163 atoms, in Å:
C (0.0021, 0.7563, 3.9149)  -0.55
C (1.5159, 0.7071, 4.0234)  -0.90
N (2.1883, 0.0428, 2.9252)  0.17
P (2.2276, 0.4693, 1.1956)  0.75
C (4.1229, 0.8315, 1.2749)  -1.32
N (4.6455, 1.8487, 0.3435)  -0.37
C (2.4721, -1.4337, 0.8533)  -0.37
P (1.8777, -2.5081, 2.1217)  0.24
O (0.5244, -2.3967, 2.6965)  -0.65
O (3.0650, -2.6372, 3.1931)  -0.22
O (2.0066, -3.9597, 1.4122)  -0.64
P (1.8013, 2.7292, 1.5864)  -0.14
N (1.9781, 3.5522, 0.0748)  -0.55
O (3.1994, 3.2063, 2.3869)  -0.50
O (2.2490, 0.7594, -0.5223)  -0.75
C (1.1016, 0.5005, -1.2353)  -0.71
C (1.3787, -0.6833, -2.2154)  -0.23
C (1.1338, -0.2891, -3.6274)  -0.58
O (1.9881, 0.1101, -4.4641)  -0.55
I (-0.9532, -0.4091, -4.3085)  -0.11
C (-0.0616, 0.3821, -0.2073)  3.97
C (-0.8142, 1.7360, -0.2756)  -2.62
C (-1.5881, 2.0892, 0.9841)  1.88
C (-2.3806, 3.3719, 0.7996)  -0.68
C (-3.0850, 3.8878, 2.0540)  -1.41
C (-4.2976, 3.0717, 2.5046)  -0.84
C (-5.5008, 3.1899, 1.5627)  -0.76
C (-5.9980, 1.8366, 1.0539)  -0.16
C (-5.8706, 1.6626, -0.4398)  -0.41
C (-6.4267, 0.3413, -0.9428)  -1.02
C (-6.0614, -0.8356, -0.0801)  -0.38
O (-7.0279, -0.9738, 0.9464)  -0.33
C (-6.7909, -2.1167, 1.7276)  -0.76
C (-1.0534, -0.7439, -0.5522)  -1.36
B (-1.0584, -2.1403, 0.2284)  0.77
O (-0.3778, -3.2459, -0.2329)  -0.96
O (-1.8659, -2.3669, 1.3038)  -0.97
O (0.5098, 0.2223, 1.0492)  0.41
H (-0.3667, -0.0391, 3.2889)  -0.04
H (-0.3342, 1.7187, 3.5612)  -0.02
H (-0.4216, 0.6243, 4.9042)  0.49
H (1.8954, 1.7017, 4.2569)  0.32
H (1.7399, 0.1293, 4.9162)  0.30
H (3.0969, -0.2661, 3.2213)  -0.08
H (4.3688, 1.1696, 2.2685)  0.66
H (4.6714, -0.1009, 1.1366)  0.35
H (5.0965, 1.4171, -0.4450)  0.24
H (5.3393, 2.4096, 0.8155)  0.26
H (3.5179, -1.6731, 0.6919)  0.72
H (1.9763, -1.7652, -0.0499)  -0.09
H (3.2042, -3.5680, 3.3618)  0.31
H (1.1760, -4.4017, 1.5969)  0.34
H (2.9144, 3.9148, -0.0372)  0.28
H (1.3266, 4.3216, 0.0814)  0.25
H (2.9648, 3.9412, 2.9453)  0.42
H (0.9311, 1.3843, -1.8497)  0.67
H (0.7872, -1.5643, -2.0092)  -0.02
H (2.4352, -0.8924, -2.1682)  0.69
H (-1.4882, 1.7187, -1.1268)  0.58
H (-0.1234, 2.5499, -0.4564)  0.69
H (-2.2311, 1.2730, 1.2980)  0.19
H (-0.8516, 2.2557, 1.7539)  -1.15
H (-1.6678, 4.1251, 0.4806)  0.23
H (-3.1029, 3.2316, 0.0047)  0.50
H (-3.4439, 4.8872, 1.8264)  0.46
H (-2.3670, 3.9779, 2.8597)  0.49
H (-3.9973, 2.0401, 2.5921)  0.37
H (-4.5900, 3.4420, 3.4795)  0.50
H (-5.2856, 3.8625, 0.7413)  0.58
H (-6.3181, 3.6282, 2.1190)  0.26
H (-7.0440, 1.7207, 1.3073)  0.41
H (-5.4560, 1.0598, 1.5747)  0.06
H (-4.8438, 1.7796, -0.7690)  -0.04
H (-6.4488, 2.4573, -0.9032)  0.34
H (-6.0344, 0.1475, -1.9335)  0.45
H (-7.5066, 0.4062, -0.9803)  0.36
H (-5.0876, -0.6663, 0.3825)  0.06
H (-6.0112, -1.7527, -0.6530)  0.63
H (-5.7929, -2.1026, 2.1624)  0.27
H (-7.5165, -2.1256, 2.5274)  0.25
H (-6.8912, -3.0249, 1.1433)  0.31
H (-0.9501, -0.9730, -1.6014)  -0.60
H (-2.0589, -0.3633, -0.4443)  -0.35
H (0.3934, -3.0199, -0.7413)  0.40
H (-1.8508, -1.5983, 1.8753)  0.24
C (3.3226, 3.0589, -7.2254)  -0.68
C (2.5426, 1.7452, -7.2851)  0.09
C (1.1111, 2.2348, -7.1196)  -0.34
O (1.0602, 3.5430, -7.7078)  -0.46
C (2.3857, 4.0087, -7.9615)  -0.42
H (4.3102, 3.0067, -7.6815)  0.35
H (3.4418, 3.3727, -6.1869)  0.32
H (2.6721, 1.2743, -8.2648)  -0.12
H (2.8263, 1.0289, -6.5202)  0.36
H (0.8381, 2.3215, -6.0642)  0.27
H (0.3831, 1.5896, -7.6142)  0.17
H (2.5687, 3.9876, -9.0434)  0.20
H (2.4677, 5.0411, -7.6197)  0.33
C (5.0510, -2.2719, 5.6420)  -0.31
C (5.9214, -2.4257, 6.8908)  -0.46
C (6.8801, -1.2542, 6.7375)  -0.21
O (6.1617, -0.2291, 6.0551)  -0.44
C (4.9385, -0.7582, 5.5257)  0.43
H (4.0810, -2.7570, 5.7165)  0.33
H (5.5694, -2.6763, 4.7699)  0.23
H (5.3113, -2.2995, 7.7891)  0.28
H (6.4381, -3.3782, 6.9583)  0.22
H (7.7515, -1.5372, 6.1341)  0.12
H (7.2353, -0.8622, 7.6931)  0.22
H (4.1017, -0.3750, 6.1186)  -0.01
H (4.8183, -0.4151, 4.4988)  -0.36
C (10.9817, -4.3233, 7.8214)  -0.58
C (10.5223, -5.7554, 7.5442)  -0.56
C (9.0115, -5.6262, 7.6987)  -0.52
O (8.6811, -4.2989, 7.2916)  -0.27
C (9.8678, -3.5132, 7.1690)  -0.40
H (11.9636, -4.0892, 7.4142)  0.35
H (11.0051, -4.1379, 8.8972)  0.27
H (10.7755, -6.0396, 6.5209)  0.27
H (10.9516, -6.4942, 8.2187)  0.33
H (8.7062, -5.7628, 8.7420)  0.30
H (8.4565, -6.3335, 7.0819)  0.29
H (10.0704, -3.3428, 6.1063)  0.27
H (9.7033, -2.5472, 7.6465)  0.25
C (-11.1761, 4.0764, 2.7240)  -0.54
C (-10.5262, 4.2220, 4.1008)  -0.57
C (-9.4167, 3.1793, 4.0251)  -0.45
O (-9.0204, 3.1174, 2.6568)  -0.28
C (-9.9619, 3.8108, 1.8415)  -0.46
H (-11.7417, 4.9514, 2.4079)  0.32
H (-11.8466, 3.2146, 2.7147)  0.27
H (-10.1001, 5.2214, 4.2113)  0.27
H (-11.2087, 4.0495, 4.9314)  0.34
H (-9.7763, 2.1917, 4.3336)  0.28
H (-8.5480, 3.4344, 4.6327)  0.26
H (-9.5089, 4.7472, 1.4966)  0.28
H (-10.1925, 3.1981, 0.9696)  0.29
C (-1.4933, -4.8949, -3.3349)  -0.34
C (-2.2884, -4.9972, -4.6376)  -0.51
C (-3.6731, -5.3724, -4.1230)  -0.55
O (-3.7996, -4.7670, -2.8396)  -0.48
C (-2.5225, -4.2890, -2.3916)  0.35
H (-0.5950, -4.2858, -3.4179)  0.20
H (-1.2018, -5.8891, -2.9893)  0.32
H (-2.3199, -4.0244, -5.1332)  0.16
H (-1.8895, -5.7257, -5.3423)  0.38
H (-3.7736, -6.4592, -4.0150)  0.28
H (-4.4793, -5.0147, -4.7655)  0.28
H (-2.5135, -3.1956, -2.4559)  -0.20
H (-2.3699, -4.5725, -1.3531)  0.11
C (0.4142, 0.5375, -10.7985)  -0.58
C (1.6905, 0.1296, -11.5357)  -0.53
C (1.8081, 1.2355, -12.5787)  -0.46
O (1.2455, 2.4045, -11.9887)  -0.45
C (0.5394, 2.0558, -10.7905)  0.35
H (0.3320, 0.1191, -9.7966)  0.31
H (-0.4641, 0.2294, -11.3700)  0.34
H (2.5433, 0.1592, -10.8541)  0.21
H (1.6444, -0.8637, -11.9795)  0.36
H (1.2427, 0.9858, -13.4844)  0.26
H (2.8399, 1.4449, -12.8643)  0.28
H (1.1163, 2.4001, -9.9304)  -0.47
H (-0.4243, 2.5640, -10.7824)  0.32

HOMO level: -3.9 eV
charge: -1
E_LUMO: 1.98 eV
M: 1152.9 g mol⁻¹
Kohn-Sham gap: 5.87 eV
total energy: -121047.244 eV